Entry 1:
C10H16 | ωB97M-V with the def2-TZVPD basis set

Summary:
- Max |F|: 0.87 eV Å⁻¹
- Structure (SMILES): Cc1ccccc1.CCC
- 2S+1: 1
- Energy above the lowest of the compared OMol25 structures with the same formula, charge and spin: 20.8 kJ/mol

Last column: Löwdin charge in e.
CARTESIAN COORDINATES (ANGSTROEM)
C1 2.4273 -3.3385 -0.9620  -0.0583
C2 1.8861 -1.9410 -1.1598  -0.2810
C3 1.1826 -1.6638 -2.3319  -0.0595
C4 0.5838 -0.4284 -2.5215  -0.0865
C5 0.7149 0.5657 -1.5545  -0.1030
C6 1.3835 0.2680 -0.3877  -0.1040
C7 1.9538 -0.9829 -0.1576  -0.0478
H1 1.7144 -4.0844 -1.3142  0.0753
H2 2.6285 -3.5728 0.0878  0.0737
H3 3.3764 -3.4866 -1.4846  0.0801
H4 1.0796 -2.4215 -3.0972  0.1092
H5 -0.0476 -0.2572 -3.3841  0.1002
H6 0.2793 1.5394 -1.7255  0.0972
H7 1.4156 0.9952 0.4186  0.0964
H8 2.3835 -1.2008 0.8098  0.1078
C8 -2.8665 0.8410 1.3554  -0.1215
C9 -1.5787 1.6628 1.4047  -0.3362
C10 -1.6910 2.8628 2.3226  -0.1321
H9 -3.7147 1.5214 1.2188  0.0699
H10 -3.0635 0.2936 2.2775  0.0691
H11 -2.8728 0.1722 0.4979  0.0635
H12 -0.7189 1.0528 1.6869  0.0873
H13 -1.3967 2.0154 0.3837  0.0915
H14 -1.9433 2.6079 3.3531  0.0728
H15 -0.7287 3.3836 2.3475  0.0660
H16 -2.3868 3.5962 1.9164  0.0699

Forces on the atoms, in the same order (eV/Å):
C 0.259 -0.039 0.271
C -0.134 -0.784 0.191
C -0.027 0.413 0.049
C -0.058 0.038 0.117
C -0.064 -0.326 -0.408
C 0.191 0.167 0.830
C -0.396 0.312 -0.576
H 0.056 0.021 -0.124
H -0.088 0.217 -0.052
H -0.113 0.019 -0.120
H 0.009 -0.123 0.036
H 0.199 0.055 -0.148
H -0.079 0.049 0.130
H 0.075 0.062 -0.168
H 0.182 -0.080 -0.037
C -0.148 0.402 -0.041
C -0.393 -0.156 -0.210
C 0.688 0.444 -0.132
H 0.040 -0.038 -0.012
H 0.135 -0.128 -0.032
H 0.043 -0.275 0.105
H -0.078 -0.117 -0.016
H 0.194 0.019 0.107
H -0.179 -0.042 -0.091
H 0.000 -0.019 0.143
H -0.315 -0.091 0.189



Entry 2:
C10H16 | ωB97M-V with the def2-TZVPD basis set

Summary:
- Max |F|: 0.43 eV Å⁻¹
- Structure (SMILES): Cc1ccccc1.CCC
- 2S+1: 1
- Energy above the lowest of the compared OMol25 structures with the same formula, charge and spin: 7.7 kJ/mol

Last column: Löwdin charge in e.
CARTESIAN COORDINATES (ANGSTROEM)
C1 -3.7232 -0.7396 -2.5710  -0.0566
C2 -2.4514 -0.3465 -1.8699  -0.2840
C3 -2.4679 0.5696 -0.8205  -0.0550
C4 -1.2894 0.9464 -0.1928  -0.0857
C5 -0.0748 0.4160 -0.6014  -0.0992
C6 -0.0444 -0.4972 -1.6433  -0.0831
C7 -1.2272 -0.8736 -2.2684  -0.0567
H1 -3.5819 -1.6386 -3.1708  0.0727
H2 -4.0479 0.0468 -3.2533  0.0812
H3 -4.5397 -0.9132 -1.8701  0.0772
H4 -3.4153 0.9842 -0.4977  0.1100
H5 -1.3258 1.6579 0.6213  0.1014
H6 0.8339 0.7192 -0.0986  0.0752
H7 0.8861 -0.9334 -1.9807  0.1003
H8 -1.1873 -1.5920 -3.0798  0.1075
C8 2.7465 -0.9961 1.7314  -0.1254
C9 2.0186 0.1007 2.5011  -0.3277
C10 2.6283 1.4783 2.2351  -0.1265
H9 3.8210 -0.9521 1.9274  0.0705
H10 2.6235 -0.8653 0.6558  0.0577
H11 2.4071 -1.9935 2.0013  0.0674
H12 0.9652 0.1063 2.2050  0.0838
H13 2.0675 -0.1143 3.5705  0.0980
H14 3.6732 1.4858 2.5434  0.0686
H15 2.6191 1.6820 1.1624  0.0608
H16 2.0863 2.2620 2.7634  0.0676

Forces on the atoms, in the same order (eV/Å):
C -0.008 0.003 -0.108
C -0.001 -0.040 -0.018
C 0.092 -0.085 -0.064
C -0.178 0.022 -0.011
C 0.067 0.034 0.036
C -0.167 -0.045 -0.051
C 0.086 0.010 0.023
H -0.006 -0.031 0.064
H -0.011 0.077 -0.012
H 0.033 -0.026 0.040
H 0.001 0.030 0.037
H 0.036 0.027 0.038
H 0.040 -0.031 -0.053
H 0.086 0.046 0.056
H -0.065 0.014 0.011
C 0.216 0.148 0.036
C 0.091 0.049 -0.124
C -0.075 -0.419 -0.089
H 0.001 -0.016 0.051
H -0.073 -0.039 -0.069
H -0.116 -0.051 -0.019
H 0.012 -0.034 0.160
H -0.112 -0.002 0.020
H 0.050 0.112 0.105
H -0.068 0.172 0.000
H 0.068 0.073 -0.059



Entry 3:
C10H16 | ωB97M-V with the def2-TZVPD basis set

Summary:
- Max |F|: 2.04 eV Å⁻¹
- Structure (SMILES): CCc1ccccc1.CC
- 2S+1: 1
- Energy above the lowest of the compared OMol25 structures with the same formula, charge and spin: 107.9 kJ/mol

Last column: Löwdin charge in e.
CARTESIAN COORDINATES (ANGSTROEM)
C1 -0.0087 -0.7782 -2.7050  -0.0944
C2 -0.4825 -0.0614 -1.4481  -0.1951
C3 0.5905 0.7303 -0.7185  -0.2133
C4 1.6796 1.3321 -1.3005  -0.0572
C5 2.7830 1.8429 -0.5917  -0.0756
C6 2.6661 1.9482 0.7770  -0.0997
C7 1.4626 1.5534 1.3761  -0.0920
C8 0.4663 0.9053 0.6895  -0.0441
H1 0.9140 -0.4075 -3.1434  0.0545
H2 -0.8148 -0.6266 -3.4290  0.0720
H3 0.1109 -1.8599 -2.6497  0.0726
H4 -1.3978 0.5371 -1.5385  0.1191
H5 -0.9107 -0.8161 -0.7740  0.0878
H6 1.7882 1.2474 -2.3757  0.0969
H7 3.6571 2.1811 -1.1208  0.0979
H8 3.4364 2.3240 1.4352  0.0978
H9 1.4051 1.7189 2.4461  0.1006
H10 -0.4546 0.5403 1.1098  0.0721
C9 -2.6917 -1.0687 1.6527  -0.1773
C10 -1.4801 -1.9780 1.7335  -0.1736
H11 -3.3874 -1.1735 2.4890  0.0613
H12 -2.4600 -0.0193 1.8477  0.0549
H13 -3.2452 -1.2136 0.7265  0.0634
H14 -0.5813 -1.4574 1.4250  0.0346
H15 -1.6320 -2.9932 1.3406  0.0703
H16 -1.4132 -2.4075 2.7461  0.0664

Forces on the atoms, in the same order (eV/Å):
C -1.008 0.213 -1.039
C 0.141 -0.364 1.027
C -0.494 0.264 1.644
C 1.079 -0.683 -1.055
C -1.023 0.108 0.221
C -0.521 -0.097 0.068
C 0.483 -0.087 0.818
C 0.065 0.067 -1.637
H -0.071 0.252 0.085
H 0.325 -0.134 -0.384
H -0.016 0.030 0.577
H 0.403 0.379 -0.808
H 0.594 -0.030 0.212
H 0.016 0.131 -0.048
H 0.145 0.033 -0.100
H 0.193 0.131 -0.241
H -0.296 -0.141 0.018
H 0.025 0.089 0.582
C -0.602 0.251 0.554
C -0.664 -1.254 1.467
H -0.154 -0.826 -0.134
H 0.428 0.108 -0.772
H -0.021 0.404 -0.033
H 0.258 -0.620 -0.038
H 0.076 0.641 -1.346
H 0.640 1.134 0.363



Entry 4:
C10H16 | ωB97M-V with the def2-TZVPD basis set

Summary:
- Max |F|: 1.90 eV Å⁻¹
- Structure (SMILES): CCc1ccccc1.CC
- 2S+1: 1
- Energy above the lowest of the compared OMol25 structures with the same formula, charge and spin: 67.9 kJ/mol

Last column: Löwdin charge in e.
CARTESIAN COORDINATES (ANGSTROEM)
C1 -2.1786 -1.4647 -0.4917  -0.1133
C2 -1.3652 -0.7155 -1.5417  -0.1912
C3 0.1095 -0.5140 -1.2516  -0.2393
C4 0.7113 -0.8886 -0.0302  -0.0595
C5 2.0897 -0.9147 0.0902  -0.0811
C6 2.8613 -0.4715 -0.9879  -0.1077
C7 2.2904 0.0919 -2.0979  -0.0857
C8 0.9001 0.0401 -2.2364  -0.0561
H1 -2.7929 -2.2812 -0.8788  0.0650
H2 -2.9787 -0.9062 0.0127  0.0711
H3 -1.6727 -1.9803 0.3266  0.0579
H4 -1.4693 -1.2515 -2.4831  0.1119
H5 -1.7898 0.2886 -1.5940  0.1125
H6 0.1481 -1.1291 0.8616  0.0922
H7 2.5537 -1.2172 1.0136  0.0996
H8 3.9349 -0.6047 -0.8966  0.1000
H9 2.8608 0.4838 -2.9292  0.1013
H10 0.3660 0.3315 -3.1351  0.1141
C9 -0.7134 2.0551 1.6927  -0.1701
C10 -0.4202 1.1997 2.9048  -0.1661
H11 -0.3092 1.6730 0.7491  0.0483
H12 -1.7769 2.1399 1.4823  0.0580
H13 -0.3788 3.0915 1.7753  0.0636
H14 -1.1857 0.4432 3.0761  0.0627
H15 -0.3174 1.8245 3.7915  0.0620
H16 0.5229 0.6766 2.7777  0.0500

Forces on the atoms, in the same order (eV/Å):
C -1.348 -0.968 0.933
C -0.084 0.217 0.994
C -0.014 -0.538 1.034
C 0.068 0.141 -0.188
C -0.373 0.626 -0.821
C 0.920 -0.348 0.969
C -0.888 -0.129 -0.798
C 0.012 -0.297 0.023
H 0.271 -0.050 -0.676
H 0.508 0.586 -0.131
H 0.571 0.329 -0.183
H 0.041 0.348 -0.201
H -0.162 -0.058 -0.561
H -0.312 -0.240 -0.257
H 0.109 -0.168 0.086
H 0.004 0.350 -0.176
H 0.259 -0.027 0.144
H 0.419 0.231 -0.162
C -0.471 0.476 -0.995
C 0.284 0.019 0.047
H 0.228 -0.145 0.276
H -0.293 -0.041 0.237
H 0.253 -0.144 0.181
H -0.033 0.058 0.043
H -0.160 -0.142 0.125
H 0.192 -0.088 0.056



Entry 5:
C10H16 | ωB97M-V with the def2-TZVPD basis set

Summary:
- Max |F|: 3.25 eV Å⁻¹
- Structure (SMILES): Cc1ccccc1.CCC
- 2S+1: 1
- Energy above the lowest of the compared OMol25 structures with the same formula, charge and spin: 165.4 kJ/mol

Last column: Löwdin charge in e.
CARTESIAN COORDINATES (ANGSTROEM)
C1 -2.7838 0.4630 -0.5395  -0.0376
C2 -1.4394 -0.0142 -1.1017  -0.2847
C3 -1.2432 -1.4201 -1.1249  -0.0679
C4 -0.2711 -2.0298 -1.9039  -0.0712
C5 0.7397 -1.1793 -2.4001  -0.1075
C6 0.6966 0.1612 -2.1594  -0.1317
C7 -0.4610 0.7740 -1.6249  -0.0646
H1 -2.5855 0.6731 0.5261  0.0793
H2 -3.5418 -0.3339 -0.6681  0.0833
H3 -3.0266 1.3648 -1.0783  0.0687
H4 -1.8693 -2.1377 -0.5943  0.1097
H5 -0.3454 -3.0947 -2.0265  0.0973
H6 1.5929 -1.6642 -2.8653  0.1009
H7 1.5928 0.7871 -2.1905  0.1117
H8 -0.3838 1.8424 -1.6139  0.1087
C8 1.9895 0.0629 1.0458  -0.1061
C9 0.9144 -0.0591 2.1582  -0.2731
C10 0.7644 1.3092 2.8075  -0.1411
H9 2.5354 0.9676 1.2092  0.0473
H10 1.5786 0.0948 0.0273  0.0288
H11 2.6931 -0.7284 0.7160  0.0774
H12 0.0265 -0.3063 1.5816  0.0692
H13 0.9236 -0.8367 2.9527  0.1069
H14 -0.2874 1.7229 2.6364  0.0823
H15 0.9054 1.4421 3.8812  0.0624
H16 1.2857 2.1393 2.3494  0.0516

Forces on the atoms, in the same order (eV/Å):
C 1.484 -0.491 0.252
C -1.459 -1.531 0.422
C -0.005 -0.555 -0.657
C -0.183 1.847 0.626
C 0.289 -1.739 -0.123
C -0.099 0.889 0.554
C 1.639 -0.467 -0.469
H -0.648 0.076 -0.303
H 0.346 0.689 0.168
H -0.533 0.323 0.109
H -0.518 0.635 -0.077
H 0.547 -0.234 -0.133
H 0.074 0.325 -0.059
H -0.277 -0.227 -0.820
H -0.714 0.498 0.311
C 0.538 -1.264 -1.123
C 0.037 -0.252 -0.481
C -2.736 1.748 0.046
H 0.646 0.381 -0.078
H -0.818 0.784 0.616
H 0.027 -0.191 1.561
H -0.437 0.112 0.285
H 0.860 0.272 -0.713
H 0.879 -0.796 0.409
H 0.245 -0.619 -0.005
H 0.816 -0.214 -0.318



Entry 6:
C10H16 | ωB97M-V with the def2-TZVPD basis set

Summary:
- Max |F|: 2.64 eV Å⁻¹
- Structure (SMILES): Cc1ccccc1.CCC
- 2S+1: 1
- Energy above the lowest of the compared OMol25 structures with the same formula, charge and spin: 100.9 kJ/mol

Last column: Löwdin charge in e.
CARTESIAN COORDINATES (ANGSTROEM)
C1 1.0770 2.4162 -1.2898  -0.0535
C2 1.1718 1.0647 -0.6274  -0.2780
C3 1.6285 -0.0307 -1.3651  -0.0436
C4 1.7836 -1.2198 -0.6661  -0.1092
C5 1.7414 -1.3401 0.7053  -0.0888
C6 1.3709 -0.1900 1.4416  -0.0969
C7 1.0724 0.9602 0.7610  -0.0873
H1 1.6681 3.1693 -0.7970  0.0734
H2 0.0527 2.7894 -1.3449  0.0755
H3 1.3076 2.3465 -2.3611  0.0772
H4 1.9459 -0.0330 -2.3870  0.1047
H5 2.0757 -2.1706 -1.1575  0.1103
H6 2.0743 -2.2420 1.1877  0.0953
H7 1.4544 -0.2774 2.5090  0.0982
H8 0.9502 1.7591 1.4989  0.1203
C8 -2.8045 -1.5516 -0.5192  -0.1198
C9 -2.1146 -0.6580 0.5375  -0.2856
C10 -3.1444 0.3722 1.0632  -0.1296
H9 -2.4085 -1.3300 -1.5226  0.0648
H10 -3.8774 -1.3337 -0.6589  0.0617
H11 -2.7230 -2.6175 -0.3743  0.0544
H12 -1.8472 -1.2670 1.4126  0.0964
H13 -1.2856 -0.0479 0.1461  0.0753
H14 -4.1887 0.0850 0.9590  0.0574
H15 -2.8922 0.4782 2.1462  0.0742
H16 -3.0633 1.3415 0.6031  0.0534

Forces on the atoms, in the same order (eV/Å):
C -0.960 -0.304 -0.901
C 1.005 0.822 -0.572
C -0.696 -0.401 1.597
C 0.960 -2.070 -0.370
C -0.658 1.616 0.366
C 0.933 -2.281 -0.954
C 0.204 0.281 1.341
H 0.347 0.226 0.090
H -0.183 -0.015 0.487
H 0.518 0.003 0.335
H -0.366 0.458 -0.534
H -0.084 0.923 -0.212
H -0.205 -0.245 0.099
H -0.303 0.465 0.362
H -0.459 0.580 -1.094
C 0.145 0.737 -1.289
C -1.711 0.165 -0.074
C 0.694 -0.154 1.496
H 0.150 -0.240 0.215
H 0.312 -0.026 0.502
H 0.244 -0.304 0.238
H 0.471 0.184 -0.503
H 0.003 -0.913 0.168
H 0.044 -0.339 0.142
H -0.611 0.396 -0.662
H 0.206 0.438 -0.273



Entry 7:
C10H16 | ωB97M-V with the def2-TZVPD basis set

Summary:
- Max |F|: 4.94 eV Å⁻¹
- Structure (SMILES): Cc1ccccc1.CCC
- 2S+1: 1
- Energy above the lowest of the compared OMol25 structures with the same formula, charge and spin: 304.3 kJ/mol

Last column: Löwdin charge in e.
CARTESIAN COORDINATES (ANGSTROEM)
C1 -1.4196 -2.0191 -0.2801  -0.0430
C2 -0.2226 -1.3955 -1.0885  -0.2500
C3 -0.5873 -1.0625 -2.4020  -0.0691
C4 0.4800 -0.6908 -3.2306  -0.0727
C5 1.8487 -0.5073 -2.7458  -0.1115
C6 2.1062 -0.6623 -1.4348  -0.1253
C7 1.0952 -1.3086 -0.6573  -0.0597
H1 -2.0529 -2.3976 -1.0364  0.0472
H2 -1.8890 -1.3260 0.4106  0.0552
H3 -1.2193 -2.7757 0.4726  0.0710
H4 -1.6159 -0.9411 -2.8459  0.1313
H5 0.3038 -0.3810 -4.2333  0.0777
H6 2.6825 0.0244 -3.3677  0.1299
H7 3.0647 -0.3499 -0.9465  0.1172
H8 1.4766 -1.4893 0.3375  0.0956
C8 -0.4238 2.6976 1.4590  -0.1235
C9 -1.0113 1.5495 2.2984  -0.3326
C10 0.1045 0.4915 2.4560  -0.1431
H9 0.4590 2.1776 0.9029  0.1010
H10 -1.3983 3.1618 1.2599  0.0846
H11 0.2241 3.2488 1.9636  0.0017
H12 -1.9343 1.2119 1.7623  0.0963
H13 -1.3516 1.9290 3.2974  0.1030
H14 0.4837 0.5314 3.5964  0.1097
H15 1.0710 0.7813 1.9769  0.0514
H16 -0.2741 -0.4983 2.0754  0.0577

Forces on the atoms, in the same order (eV/Å):
C 1.874 0.939 0.766
C -1.483 -1.693 1.246
C 1.730 1.194 -1.448
C 1.452 0.457 0.998
C -0.429 1.871 -2.559
C -0.250 -1.213 1.658
C 0.821 1.649 -0.029
H -1.163 -0.401 -0.266
H -0.478 0.815 -0.583
H 0.807 -0.667 -0.481
H 1.096 -0.635 0.993
H -0.227 0.014 -0.712
H -1.934 -1.254 0.694
H -0.929 -0.567 -0.649
H -0.887 -0.492 0.384
C -1.534 -3.821 -0.979
C 0.636 0.096 0.415
C 0.426 -0.314 2.512
H -2.652 1.030 -1.274
H 1.228 0.907 -1.817
H 2.028 3.221 3.149
H 0.922 -0.255 0.493
H 0.208 -0.370 -0.787
H -1.188 -0.900 -2.304
H -0.994 -0.330 -0.260
H 0.920 0.719 0.841



Entry 8:
C10H16 | ωB97M-V with the def2-TZVPD basis set

Summary:
- Max |F|: 3.00 eV Å⁻¹
- <S²>: 0.768
- 2S+1: 2
- Net charge: +1
- Energy above the lowest of the compared OMol25 structures with the same formula, charge and spin: 129.0 kJ/mol

Last column: Mulliken spin population.
CARTESIAN COORDINATES (ANGSTROEM)
C1 -2.1687 -0.5809 3.4640  0.0027
C2 -1.7978 0.1135 2.1503  0.0255
H1 -1.4199 -0.2370 4.1713  0.0000
H2 -3.2172 -0.2757 3.5170  0.0026
H3 -2.0844 -1.6507 3.2722  -0.0003
H4 -2.0251 1.1724 2.1250  -0.0009
H5 -0.7551 0.0932 1.7215  0.0104
H6 -2.1943 -0.1958 1.1705  -0.0034
C3 -0.7458 -1.3096 -1.0930  0.0241
C4 0.1463 -2.4685 -1.5391  0.0384
C5 -0.0022 -0.0994 -0.8094  0.2539
C6 1.0981 -0.2205 0.1020  0.1951
C7 -0.2436 1.1284 -1.4652  0.0304
C8 2.1117 0.6737 0.2075  -0.0199
C9 0.8448 1.9913 -1.4192  0.1362
C10 1.9610 1.8482 -0.5496  0.2657
H7 -1.4944 -1.1116 -1.8626  -0.0010
H8 -1.4422 -1.7261 -0.3385  0.0293
H9 1.1890 -2.1216 -1.6612  -0.0031
H10 1.2400 -1.1973 0.5550  -0.0028
H11 -1.1526 1.2468 -2.0341  0.0003
H12 3.0607 0.6724 0.7307  0.0066
H13 0.8364 2.9088 -1.9934  0.0061
H14 2.7667 2.5688 -0.6264  0.0026
H15 -0.1297 -3.0278 -2.4371  0.0045
H16 0.2864 -3.3270 -0.8672  -0.0029

Forces on the atoms, in the same order (eV/Å):
C 0.441 0.171 -2.610
C 1.429 0.739 -2.538
H -0.723 -0.074 0.668
H 0.244 -0.291 1.263
H -0.137 -0.050 0.565
H -0.097 0.362 0.478
H 0.016 -0.143 1.526
H -1.239 -0.656 0.712
C -2.129 -1.542 -0.990
C 1.949 -1.190 0.007
C -0.317 0.565 0.759
C 1.346 -1.499 0.391
C 1.747 -0.149 0.525
C 0.249 2.042 -0.454
C -1.611 1.025 -0.191
C 0.006 -1.054 -0.776
H 0.236 0.234 -0.328
H 0.680 0.685 0.569
H -0.426 -0.117 -0.409
H -0.278 0.102 0.198
H 0.178 0.290 -0.280
H -0.408 -0.996 0.526
H -0.191 -0.043 -0.188
H -0.163 0.115 0.229
H -0.336 0.862 -0.268
H -0.466 0.614 0.617